19
Properties=species:S:1:pos:R:3:forces:R:3 method="wB97M-V/def2-TZVPD" max_force_ha_per_bohr=0.065 total_energy_ha=-460.29883 e_homo_ev=-9.89 e_lumo_ev=0.07 e_above_lowest_kj_mol=135.44 total_charge=0 orbital_gap_ev=10.0
H -1.054 -1.029 1.738 0.4 -0.2 -0.5
C -0.667 -0.878 -1.458 -0.2 0.5 -0.6
H 1.957 -0.002 -0.494 0.1 0.0 0.1
C 0.387 -1.458 -0.590 0.4 0.4 0.6
O 0.521 -2.653 -0.489 -0.2 -0.1 -0.1
C -1.017 0.003 1.387 1.7 1.4 0.3
H -1.249 0.492 -2.953 -0.3 0.2 0.1
H -1.272 0.567 2.283 -0.2 0.3 -0.1
O 0.290 1.761 0.187 -0.6 0.6 -0.9
H -0.307 1.568 -0.574 0.6 0.2 0.9
H 1.090 1.905 2.203 -0.1 -0.1 0.0
C -0.519 0.223 -2.206 0.4 -1.2 -0.4
C 0.473 0.612 0.935 -2.4 -2.3 0.5
H 1.819 -1.060 0.935 0.0 0.0 -0.2
H -1.744 0.215 0.610 -0.1 -0.2 0.0
O 1.185 0.952 2.072 0.4 0.3 0.1
C 1.256 -0.489 0.194 0.2 0.1 0.0
H 0.440 0.720 -2.295 0.0 0.1 0.2
H -1.586 -1.448 -1.486 -0.1 -0.1 -0.1

---

19
Properties=species:S:1:pos:R:3:forces:R:3 method="wB97M-V/def2-TZVPD" max_force_ha_per_bohr=0.074 total_energy_ha=-780.16984 e_homo_ev=-10.37 e_lumo_ev=-0.20 e_above_lowest_kj_mol=272.86 total_charge=0 orbital_gap_ev=10.2
C 0.231 1.610 -1.013 -1.5 -0.4 0.6
H 1.243 1.461 0.956 0.7 -1.4 0.1
H 1.106 1.427 -1.576 0.7 -0.4 -1.2
H 0.536 -1.085 0.852 -1.0 0.5 -1.0
O -3.617 0.169 1.352 -0.4 1.0 -1.7
C 0.666 2.108 0.347 -0.7 -0.6 -0.4
H 0.625 -1.712 -0.729 0.6 -0.6 -1.0
H -1.568 -2.984 -0.572 0.1 2.2 1.2
H 1.264 2.949 0.273 1.0 2.0 -0.3
H -0.153 2.305 0.963 -1.5 0.7 0.9
H -0.509 2.227 -1.591 1.1 0.2 0.6
O -1.928 0.580 0.224 1.5 0.3 -0.3
C -1.170 -2.307 0.303 1.1 -3.6 -0.8
P -0.834 0.155 -0.980 0.1 -0.2 2.1
H -1.886 -1.877 0.989 -0.5 -0.2 -0.2
C -0.091 -1.291 -0.070 -0.2 0.6 0.7
O -1.452 -0.108 -2.265 -0.4 -0.6 -1.1
N -3.329 0.643 0.305 -0.2 -1.4 1.8
H -0.663 -3.209 0.819 -0.5 1.6 -0.1

---

16
Properties=species:S:1:pos:R:3:forces:R:3 method="wB97M-V/def2-TZVPD" max_force_ha_per_bohr=0.010 total_energy_ha=-234.58853 e_homo_ev=-9.03 e_lumo_ev=1.27 e_above_lowest_kj_mol=36.71 total_charge=0 orbital_gap_ev=10.3
H -0.388 -1.276 0.997 -0.2 0.0 -0.3
H 2.746 0.388 -0.368 -0.2 -0.1 0.1
C 0.029 1.253 0.206 -0.1 0.0 0.1
H 0.625 2.130 0.442 0.0 -0.2 0.1
H 0.662 0.064 -1.525 -0.1 0.2 0.1
H 2.361 -1.327 -0.230 -0.2 0.1 0.0
H -1.869 1.758 1.104 0.0 0.4 -0.3
H 2.122 -0.246 1.156 -0.2 -0.1 -0.2
C -1.812 -0.136 -0.179 0.3 -0.2 0.2
C -0.529 -0.999 -0.060 0.0 -0.2 -0.2
H -2.072 0.094 -1.233 0.3 -0.2 0.3
C 0.606 -0.008 -0.427 -0.1 0.0 0.0
H -0.568 -1.917 -0.647 0.2 0.0 -0.2
H -2.721 -0.573 0.253 0.4 0.1 0.2
C -1.273 1.116 0.470 0.1 0.2 0.0
C 2.030 -0.324 0.066 -0.1 0.0 0.0

---

What did the first record say?
19
Properties=species:S:1:pos:R:3:forces:R:3 method="wB97M-V/def2-TZVPD" max_force_ha_per_bohr=0.065 total_energy_ha=-460.29883 e_homo_ev=-9.89 e_lumo_ev=0.07 e_above_lowest_kj_mol=135.44 total_charge=0 orbital_gap_ev=10.0
H -1.054 -1.029 1.738 0.4 -0.2 -0.5
C -0.667 -0.878 -1.458 -0.2 0.5 -0.6
H 1.957 -0.002 -0.494 0.1 0.0 0.1
C 0.387 -1.458 -0.590 0.4 0.4 0.6
O 0.521 -2.653 -0.489 -0.2 -0.1 -0.1
C -1.017 0.003 1.387 1.7 1.4 0.3
H -1.249 0.492 -2.953 -0.3 0.2 0.1
H -1.272 0.567 2.283 -0.2 0.3 -0.1
O 0.290 1.761 0.187 -0.6 0.6 -0.9
H -0.307 1.568 -0.574 0.6 0.2 0.9
H 1.090 1.905 2.203 -0.1 -0.1 0.0
C -0.519 0.223 -2.206 0.4 -1.2 -0.4
C 0.473 0.612 0.935 -2.4 -2.3 0.5
H 1.819 -1.060 0.935 0.0 0.0 -0.2
H -1.744 0.215 0.610 -0.1 -0.2 0.0
O 1.185 0.952 2.072 0.4 0.3 0.1
C 1.256 -0.489 0.194 0.2 0.1 0.0
H 0.440 0.720 -2.295 0.0 0.1 0.2
H -1.586 -1.448 -1.486 -0.1 -0.1 -0.1

---

What did the third record say?
16
Properties=species:S:1:pos:R:3:forces:R:3 method="wB97M-V/def2-TZVPD" max_force_ha_per_bohr=0.010 total_energy_ha=-234.58853 e_homo_ev=-9.03 e_lumo_ev=1.27 e_above_lowest_kj_mol=36.71 total_charge=0 orbital_gap_ev=10.3
H -0.388 -1.276 0.997 -0.2 0.0 -0.3
H 2.746 0.388 -0.368 -0.2 -0.1 0.1
C 0.029 1.253 0.206 -0.1 0.0 0.1
H 0.625 2.130 0.442 0.0 -0.2 0.1
H 0.662 0.064 -1.525 -0.1 0.2 0.1
H 2.361 -1.327 -0.230 -0.2 0.1 0.0
H -1.869 1.758 1.104 0.0 0.4 -0.3
H 2.122 -0.246 1.156 -0.2 -0.1 -0.2
C -1.812 -0.136 -0.179 0.3 -0.2 0.2
C -0.529 -0.999 -0.060 0.0 -0.2 -0.2
H -2.072 0.094 -1.233 0.3 -0.2 0.3
C 0.606 -0.008 -0.427 -0.1 0.0 0.0
H -0.568 -1.917 -0.647 0.2 0.0 -0.2
H -2.721 -0.573 0.253 0.4 0.1 0.2
C -1.273 1.116 0.470 0.1 0.2 0.0
C 2.030 -0.324 0.066 -0.1 0.0 0.0

---

What did the first record say?
19
Properties=species:S:1:pos:R:3:forces:R:3 method="wB97M-V/def2-TZVPD" max_force_ha_per_bohr=0.065 total_energy_ha=-460.29883 e_homo_ev=-9.89 e_lumo_ev=0.07 e_above_lowest_kj_mol=135.44 total_charge=0 orbital_gap_ev=10.0
H -1.054 -1.029 1.738 0.4 -0.2 -0.5
C -0.667 -0.878 -1.458 -0.2 0.5 -0.6
H 1.957 -0.002 -0.494 0.1 0.0 0.1
C 0.387 -1.458 -0.590 0.4 0.4 0.6
O 0.521 -2.653 -0.489 -0.2 -0.1 -0.1
C -1.017 0.003 1.387 1.7 1.4 0.3
H -1.249 0.492 -2.953 -0.3 0.2 0.1
H -1.272 0.567 2.283 -0.2 0.3 -0.1
O 0.290 1.761 0.187 -0.6 0.6 -0.9
H -0.307 1.568 -0.574 0.6 0.2 0.9
H 1.090 1.905 2.203 -0.1 -0.1 0.0
C -0.519 0.223 -2.206 0.4 -1.2 -0.4
C 0.473 0.612 0.935 -2.4 -2.3 0.5
H 1.819 -1.060 0.935 0.0 0.0 -0.2
H -1.744 0.215 0.610 -0.1 -0.2 0.0
O 1.185 0.952 2.072 0.4 0.3 0.1
C 1.256 -0.489 0.194 0.2 0.1 0.0
H 0.440 0.720 -2.295 0.0 0.1 0.2
H -1.586 -1.448 -1.486 -0.1 -0.1 -0.1